No. 1
Molecular formula: C25H36CrF3NOPS
Method: DFT, ωB97M-V/def2-TZVPD

**E_tot**: -3187.72152 a.u.
**Orbital gap (spin up / spin down)**: 7.16 / 7.31 eV
**Charge**: +1
**Energy relative to the best compared isomer or geometry (same formula, charge and spin)**: 0.120 eV
**Multiplicity**: 5

Each line ends with the Löwdin spin population.
CARTESIAN COORDINATES (ANGSTROEM)
Cr  0.71166  1.40894  -0.57102  3.834
F  2.89515  6.11530  -1.51707  -0.002
C  3.66080  5.49483  -0.61143  -0.001
F  3.14619  5.75613  0.59870  0.000
F  4.87048  6.06720  -0.65690  0.000
C  3.74006  4.00998  -0.87329  0.001
C  4.95440  3.39489  -1.10109  0.010
C  5.01427  2.02039  -1.32369  0.000
C  3.83536  1.31269  -1.30659  0.008
N  2.65423  1.90351  -1.10199  0.004
C  2.57414  3.23242  -0.88247  0.024
S  0.94631  3.77719  -0.59502  -0.003
H  5.85794  3.98635  -1.10083  0.001
H  5.95218  1.52146  -1.50594  0.000
H  3.81205  0.24415  -1.47492  0.000
C  -4.19830  1.62338  -0.34365  0.000
C  -2.73793  1.95800  -0.64336  0.004
C  -2.34904  1.38093  -2.00648  0.014
P  -1.47668  1.45044  0.61330  0.007
C  -1.43388  2.79856  1.86841  -0.001
C  -2.76853  3.29771  2.41660  -0.001
C  -0.45689  2.45172  2.98887  0.004
C  -2.02128  -0.15428  1.35545  -0.001
C  -3.20461  -0.13208  2.32363  -0.001
C  -0.84838  -0.87934  2.02928  0.003
H  -4.82929  2.03474  -1.13168  0.000
H  -4.54485  2.03165  0.60272  0.000
H  -4.35809  0.54454  -0.33105  0.000
H  -2.62463  3.04850  -0.68939  0.000
H  -2.41030  0.28930  -1.99834  0.000
H  -1.33780  1.67498  -2.30859  0.009
H  -3.03193  1.73732  -2.77749  0.001
H  -0.99141  3.61842  1.28638  0.000
H  -3.27058  2.55489  3.03316  0.000
H  -3.44858  3.60694  1.62506  0.000
H  -2.58542  4.17207  3.04123  0.000
H  -0.87587  1.70456  3.66263  0.000
H  -0.24088  3.34247  3.57734  0.000
H  0.49646  2.07191  2.60643  0.004
H  -2.31176  -0.73277  0.46527  0.000
H  -2.92750  0.36306  3.25405  0.000
H  -3.47266  -1.15869  2.57588  0.000
H  -4.08923  0.35444  1.92462  0.000
H  -0.69628  -0.50014  3.03944  0.000
H  0.08997  -0.76815  1.48569  0.003
H  -1.06675  -1.94516  2.11085  0.000
C  1.06743  -7.07854  -0.26423  0.001
C  0.89344  -5.62782  -0.58120  0.006
C  1.75581  -4.67346  -0.05641  -0.001
C  1.60569  -3.32467  -0.32320  0.005
C  2.60582  -2.36997  0.25880  0.001
C  0.53649  -2.91836  -1.15666  0.001
C  0.26806  -1.53759  -1.43788  0.019
O  0.79866  -0.56311  -0.87257  0.039
C  -0.34049  -3.88435  -1.72219  0.004
C  -1.48009  -3.52692  -2.63929  0.001
C  -0.14257  -5.21472  -1.41692  -0.001
H  1.98276  -7.26036  0.29354  0.000
H  1.09095  -7.67183  -1.17829  0.000
H  0.22638  -7.43584  0.33155  0.000
H  2.57754  -4.99466  0.56933  0.000
H  3.49200  -2.91683  0.57559  0.000
H  2.20016  -1.85327  1.13083  0.000
H  2.90159  -1.60799  -0.45761  0.000
H  -0.49502  -1.32744  -2.19746  0.002
H  -2.18305  -2.82967  -2.18530  0.000
H  -2.03678  -4.42424  -2.89682  0.000
H  -1.12010  -3.08620  -3.56902  0.000
H  -0.80704  -5.95751  -1.83729  0.000

No. 2
Molecular formula: CH4N2O
Method: DFT, ωB97M-V/def2-TZVPD

**E_tot**: -225.10999 a.u.
**Orbital gap (spin up / spin down)**: 8.86 / 8.32 eV
**Energy relative to the best compared isomer or geometry (same formula, charge and spin)**: 4.953 eV

Each line ends with the Löwdin charge.
CARTESIAN COORDINATES (ANGSTROEM)
N  -0.76374  0.01307  -0.90280  0.086
C  0.13391  0.11706  0.17997  -0.758
O  -0.43443  0.14362  1.39353  0.065
N  0.89217  -1.05067  0.46931  0.244
H  -0.65919  0.78223  -1.54655  0.072
H  -1.72700  -0.12046  -0.61361  0.086
H  0.87877  0.88236  -0.04680  0.133
H  1.67951  -0.76721  1.06694  0.071

No. 3
Molecular formula: C25H21ClN2O5
Method: DFT, ωB97M-V/def2-TZVPD

**E_tot**: -1911.24453 a.u.
**Orbital gap**: 7.32 eV
**Energy relative to the best compared isomer or geometry (same formula, charge and spin)**: 0.294 eV
**SMILES**: O=C(OCCN1C(=O)c2cccc3c(N4CCOCC4)ccc(c23)C1=O)c1ccccc1Cl

Each line ends with the Löwdin charge.
CARTESIAN COORDINATES (ANGSTROEM)
O  -0.88826  -2.12856  -1.18997  0.125
C  -0.86048  -2.31700  -2.38459  -0.465
O  -0.10766  -3.23813  -2.98093  -0.050
C  0.85380  -3.92669  -2.18925  -0.106
C  2.15842  -3.12712  -2.12131  -0.078
N  1.97737  -1.93607  -1.30656  0.064
C  1.58386  -0.77747  -1.94990  -0.370
O  1.52636  -0.72453  -3.16466  0.101
C  1.23923  0.36404  -1.09104  -0.066
C  0.85464  1.55388  -1.67492  0.003
C  0.56273  2.65630  -0.87473  -0.051
C  0.58372  2.54829  0.49498  -0.014
C  0.89460  1.33018  1.12864  -0.072
C  0.91197  1.17145  2.55461  -0.158
N  0.41579  2.18521  3.34682  -0.094
C  -0.94291  2.66209  3.15511  -0.134
C  -1.88698  1.96786  4.15057  -0.181
O  -1.47794  2.16593  5.48282  -0.128
C  -0.18113  1.65278  5.68830  -0.187
C  0.81579  2.32243  4.73301  -0.131
C  1.48298  0.02027  3.08465  0.003
C  1.89083  -1.02536  2.27071  0.023
C  1.76159  -0.95238  0.89577  -0.073
C  1.28920  0.23944  0.31207  -0.043
C  2.10067  -2.10615  0.06957  -0.360
O  2.47546  -3.17154  0.52082  0.092
C  -1.64242  -1.49205  -3.34414  -0.129
C  -1.98781  -0.21358  -2.90654  -0.014
C  -2.65464  0.66837  -3.73150  -0.068
C  -3.00110  0.27588  -5.01504  -0.072
C  -2.68919  -0.99510  -5.46022  -0.102
C  -2.00924  -1.87859  -4.63299  -0.581
Cl  -1.68512  -3.45407  -5.23623  0.762
H  0.45991  -4.08662  -1.18015  0.133
H  1.02098  -4.88201  -2.68913  0.136
H  2.44944  -2.80828  -3.12417  0.134
H  2.93504  -3.74051  -1.66174  0.131
H  0.81628  1.61643  -2.75202  0.125
H  0.32701  3.60335  -1.33638  0.107
H  0.40106  3.42477  1.09696  0.111
H  -1.28442  2.44662  2.14451  0.120
H  -0.96584  3.74313  3.33227  0.133
H  -2.89247  2.38438  4.07419  0.128
H  -1.92066  0.89062  3.92242  0.133
H  0.07373  1.86889  6.72695  0.128
H  -0.18521  0.56326  5.53316  0.121
H  1.82119  1.92773  4.87264  0.125
H  0.82921  3.39647  4.95412  0.132
H  1.56605  -0.10247  4.15305  0.102
H  2.27928  -1.93446  2.70448  0.125
H  -1.70604  0.06656  -1.90252  0.117
H  -2.90232  1.65752  -3.37810  0.104
H  -3.51975  0.95806  -5.67161  0.106
H  -2.96659  -1.31346  -6.45286  0.103

No. 4
Molecular formula: C8H17OPS2
Method: DFT, ωB97M-V/def2-TZVPD

**E_tot**: -1527.88068 a.u.
**Orbital gap**: 9.30 eV
**Energy relative to the best compared isomer or geometry (same formula, charge and spin)**: 1.563 eV

Each line ends with the Löwdin charge.
CARTESIAN COORDINATES (ANGSTROEM)
C  -0.34412  -1.37677  0.24494  -0.429
C  -0.23383  1.05404  0.81231  -0.389
C  0.30103  -0.04793  -0.18457  -0.402
C  -2.70053  -0.05187  0.47548  -1.146
C  1.91945  1.37237  -1.33249  -0.040
C  2.21495  -1.17837  -1.22963  -0.049
C  2.57323  0.03227  0.91390  -0.045
C  1.88047  0.11933  -0.44827  -0.558
O  -4.90177  0.18882  -1.12027  -0.414
P  -4.46282  0.09525  0.26679  0.502
S  -2.05452  -1.44468  -0.40703  0.824
S  -1.97531  1.57454  0.17892  0.799
H  0.06556  -2.40601  -0.04245  0.104
H  -0.66899  -1.28709  1.28679  0.045
H  -0.36545  0.74655  1.84144  0.063
H  0.35463  1.96242  0.94241  0.061
H  -0.03624  0.23110  -1.21328  0.108
H  -2.58755  -0.38508  1.88009  0.183
H  3.01200  1.31267  -1.77977  0.127
H  1.60177  2.28139  -0.80466  0.084
H  1.33589  1.27706  -2.20242  0.061
H  2.22776  -2.06547  -0.52934  0.099
H  1.53467  -1.46667  -1.90299  0.039
H  3.17041  -1.01177  -1.66543  0.075
H  3.61746  0.40263  0.78360  0.091
H  2.37463  -0.94136  1.32603  0.071
H  2.08010  0.84677  1.68393  0.125
H  -4.99040  -0.91128  1.08489  0.002
H  -4.94248  1.07712  1.14108  0.009

No. 5
Molecular formula: ClH2O2PS
Method: DFT, ωB97M-V/def2-TZVPD

**E_tot**: -1351.44786 a.u.
**Orbital gap**: 9.45 eV
**Energy relative to the best compared isomer or geometry (same formula, charge and spin)**: 1.756 eV
**SMILES**: O=P(=S)Cl.O

Each line ends with the Löwdin charge.
CARTESIAN COORDINATES (ANGSTROEM)
O  -1.44728  1.15064  -1.53986  -0.414
P  -1.65555  0.53409  -0.24115  -0.058
S  -1.60906  -1.28473  0.44427  0.237
Cl  -1.86142  2.06483  1.15414  0.247
O  2.32268  -0.52444  -0.11921  -0.029
H  1.88332  -1.18529  -0.53017  -0.043
H  2.36731  -0.75511  0.83198  0.060

- Which value of energy relative to the best compared isomer or geometry (same formula, charge and spin) does entry 4 give?
  1.563 eV

- What is the formula in the fifth record?
  ClH2O2PS

- The highest energy relative to the best compared isomer or geometry (same formula, charge and spin) belongs to which entry?
  CH4N2O

Copy entry 2 word for word.
Molecular formula: CH4N2O
Method: DFT, ωB97M-V/def2-TZVPD

**E_tot**: -225.10999 a.u.
**Orbital gap (spin up / spin down)**: 8.86 / 8.32 eV
**Energy relative to the best compared isomer or geometry (same formula, charge and spin)**: 4.953 eV

Each line ends with the Löwdin charge.
CARTESIAN COORDINATES (ANGSTROEM)
N  -0.76374  0.01307  -0.90280  0.086
C  0.13391  0.11706  0.17997  -0.758
O  -0.43443  0.14362  1.39353  0.065
N  0.89217  -1.05067  0.46931  0.244
H  -0.65919  0.78223  -1.54655  0.072
H  -1.72700  -0.12046  -0.61361  0.086
H  0.87877  0.88236  -0.04680  0.133
H  1.67951  -0.76721  1.06694  0.071